Density functional theory data (ωB97M-V/def2-TZVPD) for the molecule C24H26N2O3S2.

Each atom is followed by the atoms it is bonded to, with distances in Å.
Geometry (Å):
1 C -8.1276 -2.2681 -0.6492  C2 1.525, H32 1.088, H33 1.088, H34 1.088
2 C -7.7162 -0.8485 -0.2723  C1 1.525, C3 1.530, H35 1.092, H36 1.093
3 C -6.9660 -0.7673 1.0586  C2 1.530, C4 1.532, H37 1.092, H38 1.092
4 C -5.6623 -1.5701 1.0963  C3 1.532, N5 1.451, H39 1.093, H40 1.091
5 N -4.7341 -1.2399 0.0306  C4 1.451, S6 1.679, H41 1.010
6 S -4.1118 0.3199 0.0428  N5 1.679, O7 1.439, O8 1.433, C9 1.783
7 O -4.7388 1.1069 -0.9852  S6 1.439
8 O -4.1275 0.8087 1.3902  S6 1.433
9 C -2.4197 0.0107 -0.4279  S6 1.783, C10 1.381, C31 1.381
10 C -1.6173 -0.7206 0.4253  C9 1.381, C11 1.382, H42 1.078
11 C -0.2820 -0.9100 0.1254  C10 1.382, C12 1.394, H43 1.077
12 C 0.2508 -0.3369 -1.0287  C11 1.394, N13 1.395, C30 1.396
13 N 1.6127 -0.3770 -1.3269  C12 1.395, C14 1.371, H44 1.012
14 C 2.6348 -0.7257 -0.4824  N13 1.371, O15 1.206, C16 1.520
15 O 2.5046 -1.3963 0.5111  C14 1.206
16 C 3.9661 -0.1447 -0.9301  C14 1.520, S17 1.873, C24 1.497, H45 1.094
17 S 3.9416 1.6915 -0.5598  C16 1.873, C18 1.792
18 C 2.3343 1.9603 0.1869  S17 1.792, C19 1.386, C23 1.388
19 C 2.0154 1.4421 1.4323  C18 1.386, C20 1.384, H46 1.079
20 C 0.7469 1.6423 1.9478  C19 1.384, C21 1.385, H47 1.079
21 C -0.1906 2.3787 1.2424  C20 1.385, C22 1.385, H48 1.079
22 C 0.1493 2.9340 0.0202  C21 1.385, C23 1.384, H49 1.079
23 C 1.4092 2.7236 -0.5115  C18 1.388, C22 1.384, H50 1.080
24 C 5.1394 -0.8152 -0.2873  C16 1.497, C25 1.389, C29 1.388
25 C 6.0160 -1.5611 -1.0655  C24 1.389, C26 1.383, H51 1.081
26 C 7.0890 -2.2109 -0.4830  C25 1.383, C27 1.384, H52 1.080
27 C 7.2961 -2.1222 0.8827  C26 1.384, C28 1.384, H53 1.080
28 C 6.4279 -1.3776 1.6625  C27 1.384, C29 1.382, H54 1.080
29 C 5.3570 -0.7253 1.0807  C24 1.388, C28 1.382, H55 1.078
30 C -0.5805 0.3663 -1.9023  C12 1.396, C31 1.380, H56 1.081
31 C -1.9164 0.5390 -1.6004  C9 1.381, C30 1.380, H57 1.078
32 H -8.7347 -2.2563 -1.5517  C1 1.088
33 H -8.7133 -2.7178 0.1500  C1 1.088
34 H -7.2607 -2.8982 -0.8349  C1 1.088
35 H -8.6133 -0.2310 -0.1906  C2 1.092
36 H -7.1005 -0.4124 -1.0626  C2 1.093
37 H -7.6099 -1.1252 1.8652  C3 1.092
38 H -6.7179 0.2774 1.2551  C3 1.092
39 H -5.8565 -2.6443 1.0463  C4 1.093
40 H -5.1383 -1.3501 2.0280  C4 1.091
41 H -5.1227 -1.4213 -0.8833  N5 1.010
42 H -2.0460 -1.1219 1.3288  C10 1.078
43 H 0.3576 -1.4679 0.7879  C11 1.077
44 H 1.8682 0.1642 -2.1431  N13 1.012
45 H 4.0540 -0.1973 -2.0192  C16 1.094
46 H 2.7416 0.8711 1.9889  C19 1.079
47 H 0.4923 1.2213 2.9083  C20 1.079
48 H -1.1834 2.5169 1.6420  C21 1.079
49 H -0.5722 3.5214 -0.5271  C22 1.079
50 H 1.6836 3.1464 -1.4667  C23 1.080
51 H 5.8572 -1.6353 -2.1324  C25 1.081
52 H 7.7645 -2.7870 -1.0981  C26 1.080
53 H 8.1341 -2.6296 1.3371  C27 1.080
54 H 6.5863 -1.3025 2.7280  C28 1.080
55 H 4.6897 -0.1380 1.6912  C29 1.078
56 H -0.1691 0.7972 -2.8037  C30 1.081
57 H -2.5763 1.0976 -2.2448  C31 1.078

The energy above the lowest of the compared OMol25 structures with the same formula, charge and spin is 48.0 kJ/mol. As for the lowest unoccupied orbital energy: 0.49 eV. As for the energy: -2061.7720 a.u. As for the SMILES: CCCCNS(=O)(=O)c1ccc(NC(=O)[C@@H](Sc2ccccc2)c2ccccc2)cc1. For the HOMO-LUMO gap, the calculation gives 0.3414 Eh. The multiplicity is 1.